No. 1
A structure of composition C46H44CoN5P2Se2 in a non-equilibrium geometry. Source: OMol25; level of theory: ωB97M-V with the def2-TZVPD basis set.

Structure (ORCA input):
```
! RIJCOSX wB97M-V def2-TZVPD def2/J DEFGRID3
* xyz 1 4
Co -0.01752 -0.07840 -0.10215
C -0.91366 0.20419 -3.67146
C -0.32931 1.57755 -3.42522
C 0.27066 2.28246 -4.46105
C 0.84048 3.52879 -4.23937
C 0.82970 4.08069 -2.96568
C 0.22152 3.41949 -1.90226
C 0.26714 4.02030 -0.51036
C -0.36962 2.17830 -2.16650
N -0.96292 1.42191 -1.07933
C -1.97683 1.84043 -0.48235
C -2.82934 2.96834 -0.94768
C -2.39591 1.06011 0.78480
C -3.69389 1.39699 1.43300
N -1.57311 0.23287 1.20945
C -1.91753 -0.66468 2.29650
C -2.89728 -1.64405 2.14338
C -3.61721 -1.88490 0.83419
C -3.15740 -2.46228 3.23395
C -2.45309 -2.32335 4.42042
C -1.44935 -1.37482 4.52165
C -1.15518 -0.53691 3.45317
C -0.04935 0.49699 3.55419
H -0.42143 -0.27384 -4.51859
H -1.98509 0.25559 -3.89395
H -0.79821 -0.45348 -2.81647
H 0.30189 1.83787 -5.45250
H 1.31738 4.06161 -5.05671
H 1.31108 5.03968 -2.78326
H 1.07854 4.74455 -0.44202
H 0.43645 3.26080 0.25858
H -0.65961 4.55112 -0.25963
H -2.44190 3.40999 -1.86007
H -2.92155 3.74273 -0.18119
H -3.83901 2.58364 -1.13416
H -3.70820 2.46668 1.66735
H -3.83935 0.82697 2.34405
H -4.53294 1.20899 0.75652
H -2.95551 -1.74692 -0.02054
H -4.48494 -1.22719 0.70595
H -3.98274 -2.90989 0.79567
H -3.91528 -3.23536 3.14123
H -2.67167 -2.97603 5.26022
H -0.87591 -1.28398 5.43855
H 0.61749 0.26568 4.38630
H -0.45051 1.50495 3.71969
H 0.55341 0.53925 2.64540
Se 3.58992 -5.43273 -1.54747
P 2.85938 -5.21462 0.41225
C 1.89210 -6.65933 0.94681
C 0.80216 -7.06772 0.16979
C 0.08700 -8.20108 0.51581
C 0.45795 -8.95164 1.62858
C 1.55901 -8.57759 2.37835
C 2.27916 -7.43453 2.03818
C 4.10548 -4.96208 1.69335
C 3.70813 -4.59478 2.98346
C 4.65593 -4.43638 3.98427
C 6.00445 -4.63341 3.69554
C 6.40286 -4.99159 2.41298
C 5.45051 -5.16206 1.40735
C 1.77120 -3.74775 0.53448
C 1.92172 -2.38555 0.32535
N 0.66173 -1.88763 0.27672
N -0.22671 -2.87562 0.44435
N 0.42471 -4.00015 0.60212
P 3.23136 -1.16489 0.04982
Se 2.25036 0.65597 -0.64320
C 4.35886 -1.75024 -1.20136
C 4.12250 -1.41389 -2.53420
C 4.96436 -1.89951 -3.52116
C 6.03832 -2.71354 -3.18106
C 6.27311 -3.04148 -1.85495
C 5.43589 -2.56335 -0.86188
C 4.16574 -0.85647 1.55808
C 4.67607 -1.91821 2.31063
C 5.44378 -1.66320 3.43833
C 5.69676 -0.35434 3.83026
C 5.18291 0.70330 3.09295
C 4.42106 0.45906 1.95758
H 0.52775 -6.50174 -0.71073
H -0.75953 -8.50851 -0.09150
H -0.10815 -9.83615 1.90115
H 1.86994 -9.17575 3.22804
H 3.14817 -7.17032 2.62236
H 2.65468 -4.42950 3.19864
H 4.34619 -4.16283 4.99018
H 6.74709 -4.50800 4.47716
H 7.45490 -5.14677 2.19367
H 5.73664 -5.44850 0.39899
H 3.29039 -0.77470 -2.79561
H 4.78430 -1.63822 -4.55775
H 6.69611 -3.09334 -3.95538
H 7.10332 -3.68493 -1.59028
H 5.63845 -2.82492 0.16921
H 4.46095 -2.94837 2.03751
H 5.84380 -2.49378 4.00773
H 6.29198 -0.15948 4.71711
H 5.37592 1.72573 3.39942
H 4.03292 1.28656 1.38515
*
```

- Kohn-Sham gap (alpha / beta) (eV) = 6.155 / 5.858
- E_LUMO (alpha / beta) (eV) = -3.447 / -3.744
- HOMO energy (alpha / beta) (eV) = -9.6 / -9.6
- calculated total energy (eV) = -242760.7332

No. 2
A cluster of 8 separate species, C46H44IN8O15 in total. Source: OMol25; level of theory: ωB97M-V with the def2-TZVPD basis set.

Structure (ORCA input):
```
! RIJCOSX wB97M-V def2-TZVPD def2/J DEFGRID3
* xyz 1 1
I -0.17216 3.86454 9.01725
C -1.02322 3.10285 7.17396
C -0.24973 3.58656 5.92330
N -1.12280 4.53806 5.16008
C -1.72593 5.52422 6.12173
C -2.73956 4.75616 6.96335
O -2.38730 3.38080 7.05292
H -0.93314 2.03457 7.26503
H 0.03930 2.73495 5.30389
H 0.65250 4.12824 6.19168
H -0.55152 5.02348 4.46772
H -1.87116 4.03019 4.67576
H -2.18398 6.34470 5.58295
H -0.89988 5.90298 6.71725
H -2.82547 5.21030 7.95368
H -3.71851 4.77210 6.48882
C 3.47775 -0.90174 0.98586
C 2.39893 -1.50894 1.62157
C 1.77728 -0.88438 2.68984
C 2.26282 0.35186 3.09163
C 3.33306 0.97870 2.47308
C 3.94421 0.33695 1.40888
N 1.62316 1.02993 4.21497
O 0.68719 0.49048 4.78234
O 2.04774 2.12732 4.55126
H 3.96003 -1.40007 0.15368
H 2.03973 -2.47260 1.28501
H 0.93747 -1.33575 3.19337
H 3.68334 1.94304 2.81318
H 4.78605 0.80655 0.91857
C -2.00965 -0.83670 -1.29377
C -1.45387 0.37309 -0.89536
C -0.25320 0.80483 -1.43435
C 0.37331 0.00048 -2.37072
C -0.15074 -1.21559 -2.77287
C -1.35597 -1.63155 -2.22552
N 1.63666 0.46769 -2.96809
O 2.07287 1.53990 -2.60539
O 2.17028 -0.24780 -3.79312
H -2.95775 -1.15378 -0.88097
H -1.96770 0.99542 -0.17161
H 0.19155 1.74686 -1.14654
H 0.36993 -1.81603 -3.50495
H -1.78850 -2.57335 -2.53695
C 3.73292 -1.92957 -7.59363
C 4.05554 -3.06824 -8.32207
C 3.47115 -4.28645 -8.00892
C 2.57011 -4.33032 -6.95952
C 2.23437 -3.20994 -6.22037
C 2.82363 -1.99830 -6.54453
N 1.93788 -5.61671 -6.61943
O 2.24119 -6.59040 -7.27127
O 1.13957 -5.62953 -5.69851
H 4.19183 -0.98178 -7.84570
H 4.76344 -3.01036 -9.13863
H 3.70688 -5.18463 -8.56157
H 1.52558 -3.29080 -5.40910
H 2.57233 -1.11398 -5.97526
C -5.55446 2.18809 3.94755
C -4.22529 2.27051 4.34938
C -3.28657 1.38148 3.85100
C -3.70642 0.41825 2.94949
C -5.02233 0.30522 2.54390
C -5.95067 1.20371 3.05249
N -2.69836 -0.50740 2.40128
O -1.54658 -0.33318 2.74156
O -3.07029 -1.37872 1.65104
H -6.28442 2.88562 4.33817
H -3.91383 3.02047 5.06523
H -2.24751 1.40677 4.15745
H -5.31048 -0.46475 1.84207
H -6.98545 1.13278 2.74492
C -1.67638 -8.28738 -5.82235
C -2.67397 -9.24378 -5.96595
C -3.67550 -9.07005 -6.90945
C -3.64899 -7.93037 -7.69404
C -2.66513 -6.96538 -7.57003
C -1.67194 -7.14991 -6.62014
N -4.70959 -7.73772 -8.70256
O -5.57445 -8.58468 -8.77963
O -4.65532 -6.74177 -9.39382
H -0.89071 -8.42833 -5.09053
H -2.67318 -10.13034 -5.34489
H -4.46221 -9.79923 -7.03934
H -2.68319 -6.09110 -8.20498
H -0.88827 -6.41642 -6.49481
C -1.92980 5.98438 -3.36175
C -1.60520 4.85844 -4.10777
C -2.24073 3.65109 -3.85927
C -3.19232 3.60187 -2.85554
C -3.53155 4.70863 -2.09693
C -2.88995 5.90951 -2.35963
N -3.87192 2.31949 -2.58944
O -3.55696 1.36762 -3.26942
O -4.69513 2.28918 -1.69331
H -1.43684 6.92625 -3.56689
H -0.85908 4.91912 -4.88919
H -2.00649 2.76297 -4.42869
H -4.28903 4.62760 -1.33042
H -3.14727 6.79137 -1.78701
C 6.78790 1.18762 8.13767
C 7.01072 0.27263 7.11631
C 6.77678 0.63034 5.79717
C 6.31886 1.90987 5.53424
C 6.08830 2.83922 6.53381
C 6.32740 2.46632 7.84747
N 6.07286 2.29885 4.13487
O 6.26421 1.46430 3.27395
O 5.67067 3.42485 3.91789
H 6.97934 0.90443 9.16499
H 7.37266 -0.72126 7.34484
H 6.94649 -0.06381 4.98667
H 5.73757 3.83003 6.28322
H 6.16017 3.17824 8.64532
*
```

- Kohn-Sham gap (eV) = 7.529
- E_LUMO (eV) = -3.175
- HOMO energy (eV) = -10.7
- calculated total energy (eV) = -99124.2661

Number 2 is which compound? C46H44IN8O15

The highest calculated total energy belongs to which entry? C46H44IN8O15

The lowest calculated total energy belongs to which entry? C46H44CoN5P2Se2

Among the records above, which one has the lowest calculated total energy? C46H44CoN5P2Se2